Record 1
Computed, not measured: 8 unconnected molecules or ions with the total composition C14H38BCl4F4O10 in a non-equilibrium geometry, with wB97M-V/def2-TZVPD.

Properties
HOMO	-7.05	eV
strongest force on any atom	2.554	eV/Å
frontier orbital gap	9.47	eV
total charge	-1
energy	-3573.96651	a.u.
E_LUMO	2.4	eV

Cartesian coordinates (Å):
B -21.85539 10.19079 -14.44469
F -21.95034 9.25597 -13.37670
F -21.81092 9.36074 -15.61335
F -22.86932 11.11965 -14.49245
F -20.67079 10.93186 -14.37193
C -25.57752 12.74452 -11.35396
C -26.77637 13.57126 -10.89634
O -27.94943 12.78537 -11.06463
O -25.73299 12.33136 -12.69778
H -25.56364 11.82351 -10.76055
H -24.62997 13.27341 -11.18791
H -27.05293 14.48112 -11.43819
H -26.62582 13.74250 -9.82895
H -28.22339 12.72871 -11.98007
H -25.22018 11.51375 -12.79500
C -23.45907 10.02504 -19.82416
C -22.64563 9.73533 -18.58162
O -22.84701 10.75110 -17.62408
O -23.08796 11.31617 -20.33966
H -24.52618 10.03516 -19.59029
H -23.10707 9.34777 -20.60804
H -21.59932 9.64628 -18.90658
H -22.84309 8.75233 -18.13927
H -22.29646 10.50337 -16.85268
H -23.27483 11.30197 -21.27971
C -22.20273 5.67283 -11.57020
C -20.93757 6.17334 -12.27542
O -20.00211 5.15722 -12.55284
O -22.88017 4.83710 -12.50973
H -22.80537 6.47287 -11.13444
H -21.91771 5.04262 -10.72303
H -20.44234 6.90840 -11.63366
H -21.25287 6.71202 -13.17144
H -20.50754 4.39316 -12.85917
H -23.40392 5.41909 -13.08616
C -25.10643 7.82990 -13.92776
C -25.40409 8.52876 -12.59631
O -24.71751 9.70705 -12.26566
O -23.80592 7.23287 -13.93689
H -25.21778 8.55706 -14.73809
H -25.77939 6.98358 -14.05675
H -25.30794 7.81811 -11.77366
H -26.43994 8.82520 -12.79230
H -23.77082 9.57611 -12.14432
H -23.06907 7.87136 -13.87261
C -20.04621 15.11997 -15.57876
C -20.51004 13.70031 -15.24715
O -21.86955 13.40453 -15.55341
O -20.42749 15.46960 -16.91807
H -18.95847 15.11916 -15.45216
H -20.45635 15.78582 -14.81981
H -20.40806 13.67765 -14.15426
H -19.89201 12.96342 -15.76454
H -22.11144 12.55587 -15.13280
H -19.79977 14.94892 -17.43178
Cl -16.87592 8.18892 -15.98700
C -18.16377 9.27245 -15.43027
C -17.71164 10.73432 -15.51046
Cl -16.32305 11.12718 -14.58030
H -18.36025 9.10675 -14.37139
H -19.02310 9.09425 -16.06731
H -18.51217 11.38481 -15.16201
H -17.59332 10.91210 -16.58283
Cl -21.26948 9.45095 -9.77903
C -20.69458 10.60995 -10.98482
C -19.71937 11.63800 -10.41664
Cl -19.18808 12.74000 -11.69610
H -21.58654 11.05014 -11.42118
H -20.18802 10.03100 -11.75263
H -18.80961 11.14820 -10.07129
H -20.12369 12.10072 -9.51698

Atomic forces in eV per Å
B 1.043 -0.615 -0.676
F -0.286 0.444 0.372
F -0.060 0.396 0.364
F -0.890 -0.434 0.279
F 0.350 -0.424 0.310
C -0.104 -0.165 -0.307
C -0.442 -0.855 -0.872
O -0.737 -0.595 1.197
O 0.062 0.441 -0.076
H -0.030 0.245 0.412
H -0.046 0.149 -0.074
H 1.218 0.354 0.113
H -0.335 0.254 -0.031
H 0.496 0.121 -0.256
H -0.145 0.021 -0.123
C 0.765 0.568 -0.102
C 0.454 0.133 0.150
O 0.406 -0.238 -0.066
O 0.001 0.142 0.301
H -0.041 -0.377 -0.250
H -0.778 -0.711 0.286
H 0.159 0.404 0.061
H -0.533 -0.110 -0.240
H -0.608 0.185 -0.538
H -0.046 0.089 -0.034
C 0.889 -0.618 -0.503
C -0.414 0.956 0.909
O -0.204 -0.341 0.019
O -0.583 0.048 0.435
H -0.135 0.196 -0.456
H 0.048 -0.136 -0.097
H 0.123 -0.060 -0.023
H 0.101 -0.105 -0.220
H 0.011 0.093 -0.099
H 0.257 0.105 0.002
C 1.707 0.479 0.693
C -0.804 -0.554 -0.765
O 0.208 0.526 -0.275
O 0.147 -0.323 -0.085
H 0.005 -0.125 -0.110
H -0.280 0.201 0.014
H -0.276 -0.161 0.008
H -0.143 0.098 0.846
H 0.089 -0.353 -0.224
H -0.627 0.069 -0.122
C -0.922 -1.056 -0.383
C -0.704 -0.022 0.611
O 0.353 0.626 -0.014
O 0.811 0.286 0.712
H 0.060 0.136 -0.027
H -0.289 0.418 -0.535
H 0.514 -0.650 -0.060
H 0.353 0.006 0.208
H 0.213 0.694 -0.244
H -0.353 0.118 -0.437
Cl 0.196 -0.292 -0.050
C 0.375 1.032 0.947
C -1.869 -0.572 -1.645
Cl 1.210 0.157 0.574
H -0.227 -0.654 -0.198
H -0.183 0.123 0.225
H -0.129 -0.268 0.005
H 0.571 0.470 0.189
Cl 0.005 -0.170 0.513
C 0.443 0.252 -0.687
C 0.057 -1.055 0.654
Cl -0.251 0.284 0.133
H 0.151 0.258 -0.027
H -0.136 0.050 -0.083
H -0.064 -0.222 -0.115
H -0.179 0.634 -0.411

Want to see where the charge sits? The Mulliken charges in e are: atom 1 (B): 0.66, atom 2 (F): -0.09, atom 3 (F): -0.55, atom 4 (F): -0.41, atom 5 (F): -0.33, atom 6 (C): -0.05, atom 7 (C): -0.52, atom 8 (O): -0.56, atom 9 (O): -0.55, atom 10 (H): 0.19, atom 11 (H): 0.27, atom 12 (H): 0.32, atom 13 (H): 0.27, atom 14 (H): 0.30, atom 15 (H): 0.39, atom 16 (C): -0.55, atom 17 (C): -0.35, atom 18 (O): -0.48, atom 19 (O): -0.49, atom 20 (H): 0.27, atom 21 (H): 0.37, atom 22 (H): 0.24, atom 23 (H): 0.29, atom 24 (H): 0.43, atom 25 (H): 0.28, atom 26 (C): -0.44, atom 27 (C): 0.32, atom 28 (O): -0.58, atom 29 (O): -0.63, atom 30 (H): 0.15, atom 31 (H): 0.37, atom 32 (H): 0.11, atom 33 (H): -0.05, atom 34 (H): 0.34, atom 35 (H): 0.41, atom 36 (C): -0.61, atom 37 (C): -0.31, atom 38 (O): -0.44, atom 39 (O): -0.53, atom 40 (H): 0.29, atom 41 (H): 0.41, atom 42 (H): 0.23, atom 43 (H): 0.38, atom 44 (H): 0.12, atom 45 (H): 0.20, atom 46 (C): -0.75, atom 47 (C): 0.57, atom 48 (O): -0.59, atom 49 (O): -0.51, atom 50 (H): 0.28, atom 51 (H): 0.40, atom 52 (H): -0.13, atom 53 (H): -0.03, atom 54 (H): 0.41, atom 55 (H): 0.32, atom 56 (Cl): -0.23, atom 57 (C): 0.05, atom 58 (C): 0.27, atom 59 (Cl): -0.21, atom 60 (H): 0.14, atom 61 (H): -0.02, atom 62 (H): -0.45, atom 63 (H): 0.39, atom 64 (Cl): -0.23, atom 65 (C): 0.38, atom 66 (C): -0.56, atom 67 (Cl): -0.15, atom 68 (H): 0.05, atom 69 (H): -0.20, atom 70 (H): 0.32, atom 71 (H): 0.36

---

Record 2
Computed, not measured: 6 unconnected molecules or ions with the total composition C14H40O6 in a non-equilibrium geometry, with wB97M-V/def2-TZVPD.

Properties
HOMO	-9.71	eV
SMILES string	CC(C)O.CC(C)O.CC(C)O.CC(C)O.CCO.O
strongest force on any atom	1.214	eV/Å
frontier orbital gap	10.20	eV
energy	-1008.82583	a.u.
ΔE to the lowest compared entry with this formula, charge and spin	0.555	eV
E_LUMO	0.5	eV

Cartesian coordinates (Å):
C -0.70386 -5.23020 2.47266
C -0.12687 -3.98634 1.86255
C 1.09314 -4.28456 0.98530
O -1.16704 -3.40355 1.09037
H -1.08321 -5.89735 1.69956
H -1.53914 -4.97405 3.12932
H 0.02549 -5.75937 3.08989
H 0.17381 -3.28181 2.65246
H 0.81554 -5.03491 0.23906
H 1.92929 -4.67881 1.56344
H 1.39760 -3.38487 0.44863
H -0.84769 -2.59312 0.67252
C -4.86160 0.54142 -0.13832
C -3.67682 1.43251 0.20452
C -2.34460 0.74742 -0.03905
O -3.79706 2.61465 -0.57822
H -4.80084 -0.38708 0.43181
H -4.86084 0.28401 -1.19988
H -5.79630 1.04861 0.09335
H -3.80139 1.70422 1.26393
H -2.25243 -0.08167 0.66922
H -1.53423 1.43495 0.22703
H -2.23658 0.40492 -1.06664
H -2.98144 3.12188 -0.48241
C 1.03633 0.63428 1.50713
C 0.12716 1.35560 2.47032
C 0.54092 1.27577 3.91943
O 0.16045 2.75322 2.02202
H 1.22395 -0.41017 1.76063
H 2.02624 1.10144 1.58765
H 0.68775 0.74563 0.48466
H -0.92710 1.07798 2.37779
H 1.59693 1.54395 4.01489
H 0.38498 0.28746 4.34805
H -0.01756 2.01858 4.49070
H -0.67087 3.16407 2.27522
C 3.87177 -1.06472 -1.21170
C 3.13044 0.17395 -1.71246
C 3.97431 0.99290 -2.66035
O 1.89883 -0.19517 -2.35689
H 4.62253 -0.77170 -0.47709
H 4.35277 -1.55500 -2.05918
H 3.17497 -1.73884 -0.71446
H 2.83169 0.77876 -0.85592
H 4.99909 1.15434 -2.34087
H 3.49627 1.96448 -2.82686
H 3.95870 0.52465 -3.65221
H 2.13106 -0.56189 -3.21691
C -0.99148 2.60602 -3.23690
C -0.30009 3.69637 -2.46479
O -0.85817 3.88642 -1.16490
H -2.03954 2.86337 -3.39728
H -0.97500 1.63100 -2.74234
H -0.52282 2.45350 -4.21433
H -0.44318 4.63929 -2.98845
H 0.77151 3.50216 -2.36522
H -0.60468 3.14426 -0.60422
O -0.09178 -1.61001 -0.87933
H -0.32118 -0.69340 -1.05758
H 0.74189 -1.72546 -1.34934

Atomic forces in eV per Å
C -0.243 -0.207 0.610
C 0.329 0.339 -0.403
C -0.370 -0.141 -0.100
O -0.164 0.016 0.211
H 0.080 -0.025 -0.073
H -0.007 0.012 -0.106
H 0.075 -0.009 -0.143
H -0.003 -0.092 0.055
H 0.022 0.048 0.011
H 0.027 0.095 0.066
H 0.122 0.011 0.100
H 0.150 -0.128 -0.249
C 0.223 -0.070 -0.101
C -0.590 0.049 -0.269
C 0.012 0.129 0.896
O 0.052 -0.025 0.004
H -0.080 0.025 0.035
H 0.044 0.067 0.012
H -0.020 -0.002 0.012
H 0.371 -0.077 0.026
H 0.043 -0.198 -0.285
H 0.022 -0.025 -0.236
H -0.107 -0.006 -0.036
H -0.001 0.140 -0.206
C 0.630 0.022 0.397
C -0.512 1.044 -0.347
C 0.358 0.324 0.068
O 0.108 -0.516 -0.006
H -0.449 -0.096 -0.085
H -0.142 0.157 -0.129
H -0.014 -0.176 -0.059
H 0.162 -0.551 -0.047
H -0.021 -0.092 0.008
H -0.051 -0.059 -0.027
H -0.094 -0.157 0.099
H 0.036 0.092 0.116
C -0.263 0.407 -0.024
C 0.164 -0.375 0.271
C -0.623 0.592 -0.615
O 0.153 0.051 0.095
H 0.139 -0.053 -0.109
H 0.045 -0.221 0.114
H 0.029 -0.110 -0.060
H -0.089 0.007 -0.014
H 0.062 -0.109 0.116
H 0.164 -0.009 0.140
H 0.342 -0.174 0.134
H -0.076 -0.002 -0.081
C -0.278 -0.464 -0.403
C 0.013 -0.061 0.306
O -0.218 0.001 0.102
H 0.006 0.001 0.012
H 0.143 0.131 0.177
H -0.009 0.144 0.047
H 0.138 0.111 0.058
H 0.048 0.041 -0.125
H 0.215 0.077 0.004
O -0.144 -0.095 0.122
H 0.027 0.032 -0.045
H 0.016 0.162 -0.042

Want to see where the charge sits? The natural (NBO) charges in e are: atom 1 (C): -0.62, atom 2 (C): 0.10, atom 3 (C): -0.63, atom 4 (O): -0.74, atom 5 (H): 0.21, atom 6 (H): 0.21, atom 7 (H): 0.20, atom 8 (H): 0.14, atom 9 (H): 0.21, atom 10 (H): 0.20, atom 11 (H): 0.20, atom 12 (H): 0.49, atom 13 (C): -0.62, atom 14 (C): 0.10, atom 15 (C): -0.64, atom 16 (O): -0.73, atom 17 (H): 0.21, atom 18 (H): 0.21, atom 19 (H): 0.22, atom 20 (H): 0.15, atom 21 (H): 0.22, atom 22 (H): 0.19, atom 23 (H): 0.21, atom 24 (H): 0.48, atom 25 (C): -0.63, atom 26 (C): 0.09, atom 27 (C): -0.63, atom 28 (O): -0.75, atom 29 (H): 0.22, atom 30 (H): 0.21, atom 31 (H): 0.21, atom 32 (H): 0.16, atom 33 (H): 0.21, atom 34 (H): 0.22, atom 35 (H): 0.21, atom 36 (H): 0.47, atom 37 (C): -0.63, atom 38 (C): 0.09, atom 39 (C): -0.63, atom 40 (O): -0.74, atom 41 (H): 0.22, atom 42 (H): 0.20, atom 43 (H): 0.21, atom 44 (H): 0.18, atom 45 (H): 0.22, atom 46 (H): 0.22, atom 47 (H): 0.20, atom 48 (H): 0.47, atom 49 (C): -0.63, atom 50 (C): -0.06, atom 51 (O): -0.74, atom 52 (H): 0.22, atom 53 (H): 0.20, atom 54 (H): 0.21, atom 55 (H): 0.18, atom 56 (H): 0.16, atom 57 (H): 0.47, atom 58 (O): -0.96, atom 59 (H): 0.48, atom 60 (H): 0.49

---

Record 3
Computed, not measured: 2 unconnected molecules or ions with the total composition C9H14O in a non-equilibrium geometry, with wB97M-V/def2-TZVPD.

Properties
HOMO	-8.49	eV
SMILES string	Cc1ccc(O)cc1.CC
strongest force on any atom	6.836	eV/Å
frontier orbital gap	9.37	eV
energy	-426.49350	a.u.
ΔE to the lowest compared entry with this formula, charge and spin	2.158	eV
E_LUMO	0.9	eV

Cartesian coordinates (Å):
C -0.60385 2.67708 1.66370
C 0.22483 1.96894 0.61791
C -0.06825 2.18289 -0.75237
C 0.62750 1.38926 -1.68591
C 1.22670 0.25898 -1.25029
O 1.91044 -0.45760 -2.18653
C 1.56635 -0.01098 0.06991
C 1.02883 0.88664 0.94815
H 0.09225 2.91170 2.50485
H -1.54226 2.16937 1.80730
H -0.87995 3.72484 1.52547
H -0.88874 2.86623 -0.95236
H 0.53440 1.70499 -2.74641
H 1.98687 -1.32352 -2.20652
H 2.32946 -0.76507 0.46731
H 1.28967 0.61797 1.92931
C -0.40516 -2.83133 0.32012
C -1.75331 -2.41793 -0.23553
H 0.51450 -2.57390 -0.19104
H -0.41562 -2.21152 1.24838
H -0.26249 -3.90090 0.41440
H -2.65774 -2.72900 0.35984
H -1.96148 -2.83678 -1.25749
H -1.89297 -1.30034 -0.41219

Atomic forces in eV per Å
C 1.725 1.351 0.613
C -1.778 0.188 -1.548
C 1.082 -0.892 1.776
C -2.647 2.066 -0.710
C 3.191 -1.971 -0.409
O -0.077 6.507 -2.095
C 0.023 0.307 0.313
C 0.275 -0.168 0.626
H -0.993 -1.230 0.321
H -0.049 -0.462 0.911
H -0.055 -0.004 -1.277
H 0.576 0.264 -0.572
H 0.224 -0.951 0.695
H 0.047 -6.352 0.819
H -1.474 0.913 -1.156
H -0.066 0.482 1.700
C -0.367 1.100 1.161
C -1.665 0.539 -2.338
H -0.270 0.737 -0.715
H 0.805 -1.235 -0.006
H -0.567 -0.245 0.763
H 1.226 0.139 -0.156
H 0.262 0.156 0.762
H 0.571 -1.238 0.522

Want to see where the charge sits? The natural (NBO) charges in e are: atom 1 (C): -0.65, atom 2 (C): -0.06, atom 3 (C): -0.18, atom 4 (C): -0.26, atom 5 (C): 0.28, atom 6 (O): -0.71, atom 7 (C): -0.26, atom 8 (C): -0.20, atom 9 (H): 0.22, atom 10 (H): 0.22, atom 11 (H): 0.22, atom 12 (H): 0.22, atom 13 (H): 0.23, atom 14 (H): 0.48, atom 15 (H): 0.23, atom 16 (H): 0.20, atom 17 (C): -0.62, atom 18 (C): -0.62, atom 19 (H): 0.20, atom 20 (H): 0.21, atom 21 (H): 0.21, atom 22 (H): 0.21, atom 23 (H): 0.20, atom 24 (H): 0.21

---

Q: Which of these has the lowest energy?
A: C14H38BCl4F4O10

---

Q: E_LUMO of number 2 (C14H40O6)?
A: 0.5 eV

---

Repeat the third record exactly.
Computed, not measured: 2 unconnected molecules or ions with the total composition C9H14O in a non-equilibrium geometry, with wB97M-V/def2-TZVPD.

Properties
HOMO	-8.49	eV
SMILES string	Cc1ccc(O)cc1.CC
strongest force on any atom	6.836	eV/Å
frontier orbital gap	9.37	eV
energy	-426.49350	a.u.
ΔE to the lowest compared entry with this formula, charge and spin	2.158	eV
E_LUMO	0.9	eV

Cartesian coordinates (Å):
C -0.60385 2.67708 1.66370
C 0.22483 1.96894 0.61791
C -0.06825 2.18289 -0.75237
C 0.62750 1.38926 -1.68591
C 1.22670 0.25898 -1.25029
O 1.91044 -0.45760 -2.18653
C 1.56635 -0.01098 0.06991
C 1.02883 0.88664 0.94815
H 0.09225 2.91170 2.50485
H -1.54226 2.16937 1.80730
H -0.87995 3.72484 1.52547
H -0.88874 2.86623 -0.95236
H 0.53440 1.70499 -2.74641
H 1.98687 -1.32352 -2.20652
H 2.32946 -0.76507 0.46731
H 1.28967 0.61797 1.92931
C -0.40516 -2.83133 0.32012
C -1.75331 -2.41793 -0.23553
H 0.51450 -2.57390 -0.19104
H -0.41562 -2.21152 1.24838
H -0.26249 -3.90090 0.41440
H -2.65774 -2.72900 0.35984
H -1.96148 -2.83678 -1.25749
H -1.89297 -1.30034 -0.41219

Atomic forces in eV per Å
C 1.725 1.351 0.613
C -1.778 0.188 -1.548
C 1.082 -0.892 1.776
C -2.647 2.066 -0.710
C 3.191 -1.971 -0.409
O -0.077 6.507 -2.095
C 0.023 0.307 0.313
C 0.275 -0.168 0.626
H -0.993 -1.230 0.321
H -0.049 -0.462 0.911
H -0.055 -0.004 -1.277
H 0.576 0.264 -0.572
H 0.224 -0.951 0.695
H 0.047 -6.352 0.819
H -1.474 0.913 -1.156
H -0.066 0.482 1.700
C -0.367 1.100 1.161
C -1.665 0.539 -2.338
H -0.270 0.737 -0.715
H 0.805 -1.235 -0.006
H -0.567 -0.245 0.763
H 1.226 0.139 -0.156
H 0.262 0.156 0.762
H 0.571 -1.238 0.522

Want to see where the charge sits? The natural (NBO) charges in e are: atom 1 (C): -0.65, atom 2 (C): -0.06, atom 3 (C): -0.18, atom 4 (C): -0.26, atom 5 (C): 0.28, atom 6 (O): -0.71, atom 7 (C): -0.26, atom 8 (C): -0.20, atom 9 (H): 0.22, atom 10 (H): 0.22, atom 11 (H): 0.22, atom 12 (H): 0.22, atom 13 (H): 0.23, atom 14 (H): 0.48, atom 15 (H): 0.23, atom 16 (H): 0.20, atom 17 (C): -0.62, atom 18 (C): -0.62, atom 19 (H): 0.20, atom 20 (H): 0.21, atom 21 (H): 0.21, atom 22 (H): 0.21, atom 23 (H): 0.20, atom 24 (H): 0.21

---

Q: Among the records above, which one has the highest E_LUMO?
A: C14H38BCl4F4O10